P) This record from the OMol25 dataset describes a molecular structure, C5H13NO. The level of theory is ωB97M-V/def2-TZVPD.

The geometry in ORCA input format:
```
! wB97M-V def2-TZVPD RIJCOSX def2/J DEFGRID3
* xyz -1 2
C 0.8161 1.1052 0.2669
C 2.3699 0.9544 0.1136
O 2.4255 -0.2721 -1.4194
C 0.1169 -0.1938 0.5802
N -1.3341 -0.2503 0.4140
C -1.8478 -1.5732 0.7338
C -1.6487 0.1079 -0.9641
H 0.5532 1.6287 -0.6584
H 0.5432 1.8872 0.9961
H 2.6548 0.2205 0.8647
H 2.7716 1.9549 0.4056
H 2.4214 0.9387 -1.1993
H 0.6341 -0.9427 -0.0443
H 0.3636 -0.4119 1.6266
H -2.9309 -1.5470 0.6208
H -1.4139 -2.2646 -0.0121
H -1.5039 -1.8464 1.7282
H -0.9471 -0.4560 -1.6146
H -2.6697 -0.1673 -1.2229
H -1.3742 1.1278 -1.2156
*
```

- Lowest unoccupied orbital energy (spin up / spin down): 3.86 / 3.86 eV
- Orbital gap (spin up / spin down): 4.943 / 6.647 eV
- M: 103.16 g/mol
- <S²>: 0.76
- Highest occupied orbital energy (spin up / spin down): -1.08 / -2.79 eV

Population analysis type Löwdin, resulting atomic charges in e: -0.295, -0.267, -0.526, -0.273, -0.290, -0.130, -0.123, 0.080, 0.088, 0.039, 0.036, -0.004, 0.101, 0.113, 0.069, 0.083, 0.073, 0.093, 0.069, 0.065

=====

Q) This record from the OMol25 dataset describes 2 unconnected molecules or ions with the total composition C5H13NO. The level of theory is ωB97M-V/def2-TZVPD.

The geometry in ORCA input format:
```
! wB97M-V def2-TZVPD RIJCOSX def2/J DEFGRID3
* xyz -1 2
C 0.1501 -2.5476 1.9108
C 0.3835 -1.2780 2.7705
C -0.0752 -0.0694 1.9419
C 0.7895 0.1505 0.6758
C 0.2766 0.9824 -0.2595
N 0.5110 1.0497 -1.6454
H 0.8918 -2.9777 1.2068
H 0.0817 -3.4106 2.6497
H -0.7972 -2.4314 1.3760
H 1.4505 -1.0813 2.9594
H -0.2522 -1.3904 3.6596
H 0.0751 0.8741 2.4232
H -1.1006 -0.1982 1.5705
H 1.6883 -0.4425 0.4596
H -0.5357 1.5726 0.1685
H 0.2239 0.1562 -2.1713
H 1.5024 0.8252 -1.7972
H -2.1495 1.0927 -3.9977
H -0.8532 1.7545 -3.8791
O -1.6430 1.7890 -4.4464
*
```

- Lowest unoccupied orbital energy (spin up / spin down): 3.72 / 3.62 eV
- Orbital gap (spin up / spin down): 2.743 / 8.334 eV
- M: 103.16 g/mol
- <S²>: 0.75
- Highest occupied orbital energy (spin up / spin down): 0.98 / -4.71 eV

Population analysis type Löwdin, resulting atomic charges in e: -0.184, -0.272, -0.271, -0.182, -0.389, -0.090, 0.051, 0.060, 0.051, 0.100, 0.092, 0.082, 0.098, 0.068, 0.081, -0.050, 0.005, -0.020, -0.019, -0.212

=====

Quick look at relative energies in eV: P) 1.945; Q) 0.000.

=====

P) This record from the OMol25 dataset describes 10 unconnected molecules or ions with the total composition C6H35N2O9. The level of theory is ωB97M-V/def2-TZVPD.

The geometry in ORCA input format:
```
! wB97M-V def2-TZVPD RIJCOSX def2/J DEFGRID3
* xyz 1 1
C 0.1574 -0.1178 -1.6237
N -0.8209 -1.2621 -1.7305
C -0.2711 -2.4987 -1.1302
C -0.7074 -3.7404 -1.9122
C -0.4572 0.9409 -0.6611
N 0.1379 2.2669 -0.9734
C -0.4300 1.5058 1.9119
C -0.1975 0.4795 0.7434
H 1.0961 -0.4944 -1.2169
H 0.3213 0.2879 -2.6360
H -0.8271 -1.4482 -2.7276
H 0.8125 -2.5370 -0.9482
H -0.6315 -2.6069 -0.0920
H -0.0337 -3.9649 -2.7399
H -1.7357 -3.6102 -2.2759
H -0.7834 -4.6033 -1.2481
H -1.5135 0.9468 -0.9536
H -0.6301 2.8749 -1.3292
H 0.5325 2.7986 -0.1678
H 0.9455 2.2542 -1.5976
H -1.0314 2.3663 1.5894
H 0.5046 1.7675 2.4155
H -0.9483 0.9455 2.6951
H 0.8427 0.1814 0.8542
H -0.7867 -0.3995 0.9691
H 2.9626 2.3901 0.4215
H 2.7824 3.8913 0.2732
O 2.3015 3.0723 0.1011
H -3.7286 1.7704 0.1374
H -4.9303 2.4385 -0.6219
O -4.0405 2.0849 -0.7176
H -2.0548 -1.9515 0.8830
H -2.4838 -2.7446 2.0606
O -1.6858 -2.3304 1.7090
H -2.3282 3.3383 -2.9266
H -2.7803 3.1883 -1.3793
O -2.0958 3.4945 -2.0103
H 4.9427 1.3534 0.7513
H 3.8390 0.3368 0.9151
O 4.0345 1.2921 1.0726
H 2.9465 -0.4030 3.8668
H 2.1496 0.2189 2.7452
O 2.4201 -0.6377 3.0943
H 0.2052 -2.7162 1.2203
H 0.9826 -2.0755 2.3976
O 1.0738 -2.3668 1.4832
H -2.0731 -1.7292 -1.2968
H -3.4861 -1.8370 -1.5073
O -2.8877 -1.6916 -0.7587
H 2.3248 -1.6154 0.6700
H 3.6253 -1.7728 -0.0920
O 2.9703 -1.0937 0.1109
*
```

- Lowest unoccupied orbital energy: -2.26 eV
- Orbital gap: 10.238 eV
- M: 279.35 g/mol
- Highest occupied orbital energy: -12.49 eV

Population analysis type Löwdin, resulting atomic charges in e: -0.095, -0.068, -0.269, -0.050, -0.274, 0.181, -0.048, -0.180, 0.097, 0.135, 0.127, 0.112, 0.062, 0.082, 0.078, 0.089, 0.139, 0.101, 0.118, 0.153, 0.077, 0.065, 0.079, 0.084, 0.083, 0.020, 0.069, -0.083, 0.060, 0.075, -0.036, 0.004, 0.075, -0.073, 0.070, 0.020, -0.052, 0.075, 0.027, -0.063, 0.068, 0.021, -0.032, 0.018, 0.052, -0.071, -0.090, 0.067, -0.089, 0.008, 0.071, -0.092

=====

Q) This record from the OMol25 dataset describes 10 unconnected molecules or ions with the total composition C6H35N2O9. The level of theory is ωB97M-V/def2-TZVPD.

The geometry in ORCA input format:
```
! wB97M-V def2-TZVPD RIJCOSX def2/J DEFGRID3
* xyz 1 1
C -0.5044 -0.2439 -1.2950
N 0.7580 -0.4299 -0.4557
C 0.7805 0.5142 0.7249
C 2.2102 0.8704 1.1912
C 2.8967 -0.4211 1.6690
C 2.4382 1.9126 2.1888
C -1.4490 -1.4922 -1.3833
N -1.4037 -2.1305 -2.7532
H -1.0127 0.7447 -0.9498
H -0.1315 -0.1989 -2.3043
H 1.4742 -0.1406 -1.1145
H 0.1922 0.0205 1.5719
H 0.3158 1.5703 0.4479
H 2.9343 1.0459 0.3304
H 2.2652 -0.8473 2.5203
H 3.0808 -1.0547 0.8641
H 4.0339 -0.0477 1.8001
H 2.3216 1.7308 3.2687
H 2.0713 2.9080 2.1466
H 3.5001 2.1204 1.9356
H -2.5644 -1.3912 -1.0313
H -1.0190 -2.2536 -0.6226
H -1.9165 -3.1211 -2.7290
H -1.9978 -1.5708 -3.4162
H -0.4432 -2.0055 -3.0911
H 0.7763 -4.4310 1.7404
H 0.8795 -2.9324 1.5257
O 0.1997 -3.6729 1.6282
H 0.4597 2.6626 -1.3867
H -0.1381 3.2754 -2.5935
O -0.3606 2.6634 -1.8732
H 1.7169 -2.7247 -3.1938
H 2.1033 -1.4299 -3.2419
O 1.4752 -1.9273 -2.8188
H -2.8296 -0.1379 1.4411
H -4.1275 -0.5705 0.7489
O -3.2202 -0.8059 0.9643
H -0.8982 -1.8158 3.6834
H -1.9340 -0.5028 3.5409
O -1.0557 -0.8656 3.4430
H 2.3180 2.0374 -2.8121
H 2.8602 0.6382 -2.6992
O 2.0126 1.0199 -2.5968
H -2.3063 1.4974 3.9412
H -3.1197 1.6509 2.6696
O -2.9671 0.9495 3.5010
H -2.2719 0.3063 -3.8260
H -3.5699 0.8268 -3.0964
O -3.1289 0.0191 -3.4113
H -0.3279 2.2559 1.1674
H -0.3949 3.1724 2.3565
O -0.9815 2.7532 1.6845
*
```

- Lowest unoccupied orbital energy: -2.93 eV
- Orbital gap: 8.879 eV
- M: 279.35 g/mol
- Highest occupied orbital energy: -11.81 eV

Population analysis type Löwdin, resulting atomic charges in e: -0.195, -0.032, -0.171, -0.469, -0.081, -0.101, -0.164, 0.128, 0.125, 0.061, 0.033, 0.130, 0.083, 0.139, 0.113, 0.029, 0.134, 0.104, 0.058, 0.096, 0.125, 0.141, 0.234, 0.117, 0.100, 0.028, 0.053, -0.084, 0.013, 0.060, -0.048, 0.041, 0.013, 0.041, -0.043, 0.063, -0.010, 0.068, -0.031, -0.089, 0.166, 0.017, -0.089, 0.042, 0.150, -0.117, 0.075, 0.077, -0.063, -0.058, 0.062, -0.072

=====

Quick look at relative energies in eV: P) 0.000; Q) 4.329.

=====

P) This record from the OMol25 dataset describes 11 unconnected molecules or ions with the total composition C15H52O11. The level of theory is ωB97M-V/def2-TZVPD.

The geometry in ORCA input format:
```
! wB97M-V def2-TZVPD RIJCOSX def2/J DEFGRID3
* xyz 0 1
C 10.8499 16.4446 9.9537
C 10.0873 15.5067 10.8774
O 10.9375 14.4351 11.3796
H 11.2743 15.8631 9.1525
H 11.7188 16.8315 10.4570
H 10.1816 17.1883 9.5876
H 9.1988 15.0689 10.4060
H 9.7270 16.1367 11.6916
H 11.7475 14.8906 11.7047
C 15.0460 14.6083 7.3356
C 13.9364 13.6599 7.6750
O 14.1962 12.9494 8.9130
H 15.2823 15.3708 8.1146
H 14.9665 15.1976 6.4143
H 16.0067 14.0372 7.3019
H 13.7808 12.9364 6.8399
H 12.9910 14.2404 7.7396
H 13.4466 12.3522 9.0008
C 8.7498 5.8287 10.8040
C 8.8521 7.3859 10.8328
O 8.9487 7.9679 9.5388
H 9.6446 5.3800 10.4440
H 7.9497 5.5303 10.1565
H 8.5579 5.3761 11.7998
H 9.6719 7.7129 11.5075
H 7.8798 7.7021 11.2106
H 9.9275 7.9210 9.3922
C 6.3240 10.4095 5.4169
C 7.4742 10.6953 6.3656
O 8.1377 11.9063 5.9599
H 5.6452 11.2547 5.4205
H 5.7830 9.5276 5.7636
H 6.6944 10.1503 4.4322
H 8.1639 9.8568 6.3334
H 7.1443 10.6697 7.4112
H 8.6539 12.3205 6.6440
C 8.3847 10.9418 11.4429
O 9.6158 11.6336 11.9113
H 8.5444 10.5743 10.4736
H 8.2382 10.0874 12.0728
H 7.5182 11.5668 11.4779
H 9.8720 12.3271 11.3041
C 9.6459 7.5020 5.6692
O 10.3877 8.3716 6.4797
H 10.1680 7.0004 4.8446
H 9.1744 6.7006 6.2789
H 8.8938 8.1304 5.1284
H 10.6234 8.0344 7.3807
C 16.5240 15.1369 11.0601
O 15.2609 14.9966 10.4603
H 16.7989 14.4203 11.8767
H 17.3612 15.0593 10.3022
H 16.5326 16.1310 11.5324
H 15.1321 14.1923 9.8746
C 12.2082 7.3209 9.8578
O 11.5823 7.2631 8.5906
H 12.7853 6.4189 10.1089
H 12.8261 8.2642 9.8927
H 11.4826 7.4045 10.6163
H 12.2219 6.8740 7.9454
C 12.9553 10.7096 12.7504
O 12.0707 10.4794 11.6810
H 13.4310 11.7048 12.7369
H 12.4624 10.5746 13.7464
H 13.7829 10.0794 12.7176
H 11.1415 10.7232 11.9688
C 14.1430 7.9097 5.8232
O 12.8920 7.2114 5.8326
H 14.4602 8.1131 4.8073
H 13.9754 8.7904 6.4858
H 14.9261 7.2475 6.2718
H 12.1636 7.8592 5.8212
C 10.8606 10.8247 8.4820
O 12.0106 11.2754 9.1730
H 10.0327 11.6073 8.4936
H 11.1054 10.4558 7.4922
H 10.3812 9.9233 8.8993
H 12.1737 10.8902 10.0374
*
```

- Lowest unoccupied orbital energy: 0.57 eV
- Orbital gap: 10.149 eV
- M: 408.57 g/mol
- Structure (SMILES): CCO.CCO.CCO.CCO.CO.CO.CO.CO.CO.CO.CO
- Highest occupied orbital energy: -9.57 eV

Population analysis type Löwdin, resulting atomic charges in e: -0.080, -0.292, -0.100, 0.061, 0.073, 0.068, 0.112, 0.102, 0.098, -0.109, -0.298, -0.104, 0.071, 0.077, 0.089, 0.121, 0.110, 0.033, -0.068, -0.318, -0.095, 0.048, 0.064, 0.083, 0.108, 0.102, 0.034, -0.085, -0.312, -0.073, 0.072, 0.074, 0.071, 0.074, 0.110, 0.052, -0.056, -0.130, 0.039, 0.069, 0.075, 0.049, -0.151, -0.172, 0.076, 0.100, 0.080, 0.040, -0.195, -0.170, 0.074, 0.086, 0.073, 0.051, -0.102, -0.165, 0.101, 0.108, 0.038, 0.106, -0.135, -0.158, 0.087, 0.101, 0.049, 0.073, -0.133, -0.163, 0.069, 0.090, 0.087, 0.039, -0.118, -0.135, 0.096, 0.070, 0.061, 0.024

=====

Q) This record from the OMol25 dataset describes 11 unconnected molecules or ions with the total composition C15H52O11. The level of theory is ωB97M-V/def2-TZVPD.

The geometry in ORCA input format:
```
! wB97M-V def2-TZVPD RIJCOSX def2/J DEFGRID3
* xyz 0 1
C -1.4533 -1.1336 -3.5528
C -1.2247 0.1729 -4.2861
C -0.0638 0.1799 -5.2913
O -2.3537 0.6624 -4.9712
H -2.3691 -1.1259 -2.9392
H -0.6790 -1.2844 -2.8325
H -1.3845 -1.9272 -4.2486
H -0.9881 0.9050 -3.5016
H 0.9162 0.1361 -4.8016
H -0.0779 1.0691 -5.9190
H -0.1628 -0.7539 -5.8673
H -2.9540 -0.0566 -5.2244
C 0.8232 4.5021 -0.4254
C 2.3307 4.1653 -0.3747
C 2.6522 3.0769 0.5970
O 2.7914 3.7735 -1.6642
H 0.2936 3.6142 -0.7545
H 0.6476 5.3406 -1.1107
H 0.5208 4.7661 0.6027
H 2.8786 5.0428 -0.0368
H 2.6391 3.4737 1.6220
H 3.6664 2.7379 0.4252
H 1.9517 2.2521 0.5161
H 2.3345 4.2371 -2.3733
C -2.8274 -1.3373 2.0803
C -2.7136 -1.3124 3.5784
C -1.7692 -0.1472 4.0627
O -3.9338 -1.0427 4.2367
H -1.9074 -1.6426 1.6187
H -3.1894 -0.3547 1.7610
H -3.5777 -2.0837 1.8314
H -2.3571 -2.2786 3.9428
H -1.5690 0.5836 3.2927
H -0.8234 -0.5339 4.4335
H -2.2484 0.3514 4.9112
H -4.6774 -1.3988 3.7504
O 0.8601 -3.4575 -0.7693
H 0.5895 -3.4265 0.1618
H 1.3268 -2.6375 -0.9122
O 2.4750 1.1267 -2.5703
H 2.5164 0.3878 -1.9313
H 2.6401 1.9478 -2.0593
C -0.3716 0.2391 -0.1649
O 0.1111 0.7911 1.0795
H -1.4609 0.1418 -0.2943
H 0.0985 0.8024 -0.9904
H 0.1418 -0.7305 -0.2289
H -0.3687 1.5758 1.3473
C -2.5441 3.3624 0.6362
O -1.7613 2.8322 1.6550
H -2.7832 4.4310 0.8898
H -2.0029 3.2645 -0.2842
H -3.5143 2.8419 0.5037
H -2.3099 2.8640 2.4564
C 2.9579 -1.7800 -3.1150
O 2.8913 -1.5748 -1.7149
H 1.9501 -1.7343 -3.4662
H 3.4750 -0.9367 -3.6004
H 3.2742 -2.7898 -3.3532
H 3.7530 -1.9451 -1.4391
C -2.4456 -3.9027 -0.2927
O -3.5172 -3.1824 -0.8973
H -1.5527 -3.2351 -0.2192
H -2.7270 -4.1012 0.7195
H -2.1684 -4.8123 -0.8297
H -3.6699 -3.5699 -1.7545
C 2.8997 0.5548 3.5965
O 3.6100 -0.6090 3.9392
H 3.3895 1.4263 4.0010
H 2.8113 0.6026 2.5134
H 1.9058 0.5466 4.0150
H 4.5034 -0.5273 3.6035
C 1.1664 -2.5913 2.8841
O 0.4622 -3.5151 2.0307
H 1.0591 -1.6031 2.4100
H 0.6763 -2.5404 3.8478
H 2.2391 -2.8296 2.9946
H 0.2728 -4.3359 2.5150
*
```

- Lowest unoccupied orbital energy: 0.50 eV
- Orbital gap: 10.262 eV
- M: 408.57 g/mol
- Structure (SMILES): CC(C)O.CC(C)O.CC(C)O.CO.CO.CO.CO.CO.CO.O.O
- Highest occupied orbital energy: -9.77 eV

Population analysis type Löwdin, resulting atomic charges in e: -0.046, -0.505, -0.045, -0.053, 0.090, 0.057, 0.066, 0.125, 0.058, 0.078, 0.080, 0.094, -0.038, -0.484, -0.061, -0.062, 0.065, 0.083, 0.092, 0.129, 0.094, 0.087, 0.059, 0.103, -0.052, -0.469, -0.023, -0.054, 0.062, 0.093, 0.075, 0.128, 0.042, 0.056, 0.076, 0.081, -0.074, -0.015, -0.023, -0.084, 0.009, 0.003, -0.126, -0.159, 0.085, 0.063, 0.065, 0.017, -0.163, -0.141, 0.099, 0.063, 0.091, 0.103, -0.141, -0.150, 0.059, 0.088, 0.090, 0.111, -0.156, -0.128, 0.059, 0.057, 0.089, 0.062, -0.163, -0.120, 0.073, 0.069, 0.073, 0.076, -0.114, -0.153, 0.074, 0.072, 0.082, 0.098

=====

Quick look at relative energies in eV: P) 1.416; Q) 0.000.

=====

P) This record from the OMol25 dataset describes 2 unconnected molecules or ions with the total composition C2H2N3OS. The level of theory is ωB97M-V/def2-TZVPD.

The geometry in ORCA input format:
```
! wB97M-V def2-TZVPD RIJCOSX def2/J DEFGRID3
* xyz -1 1
C -1.4751 1.9565 -0.0448
C -2.1807 -0.6523 0.2858
N -1.9117 2.9774 0.2939
N 0.3412 0.5104 0.1174
N -1.0451 0.8004 -0.4868
O -1.4335 -1.3743 0.9243
S -3.7146 -0.4573 -0.2512
H 0.1915 -0.4343 0.3879
H 0.5175 1.0128 0.9109
*
```

- Lowest unoccupied orbital energy: 3.59 eV
- Orbital gap: 7.707 eV
- M: 116.12 g/mol
- Highest occupied orbital energy: -4.11 eV

Population analysis type Löwdin, resulting atomic charges in e: -0.520, -0.902, 0.065, 0.009, -0.100, -0.077, 0.522, 0.002, 0.001

=====

Q) This record from the OMol25 dataset describes 2 unconnected molecules or ions with the total composition C2H2N3OS. The level of theory is ωB97M-V/def2-TZVPD.

The geometry in ORCA input format:
```
! wB97M-V def2-TZVPD RIJCOSX def2/J DEFGRID3
* xyz -1 1
C 0.2331 -1.6204 -0.1114
C 1.0912 1.1975 0.0659
N 0.8187 -2.5586 0.2483
N -1.4740 -0.0950 -0.0599
N -0.3823 -0.6305 -0.7242
O 0.2122 1.7441 0.6491
S 2.5526 0.8790 -0.4344
H -1.5634 0.9076 -0.5109
H -1.4880 0.1763 0.8776
*
```

- Lowest unoccupied orbital energy (spin up / spin down): 3.37 / 3.37 eV
- Orbital gap (spin up / spin down): 5.989 / 5.989 eV
- M: 116.12 g/mol
- Highest occupied orbital energy (spin up / spin down): -2.62 / -2.62 eV

Population analysis type Löwdin, resulting atomic charges in e: -0.548, -0.897, 0.018, -0.128, -0.159, -0.022, 0.634, 0.093, 0.008

=====

Quick look at relative energies in eV: P) 0.000; Q) 0.579.